[1]
Density functional theory data (ωB97M-V/def2-TZVPD) for a cluster of 4 separate species, C5H19N2O4 in total at a distorted geometry.

As for the LUMO energy: -0.100 hartree. As for the orbital gap: 10.08 eV. As for the charge: +1. The calculation puts the calculated total energy at -612.1188 a.u. For the HOMO energy, the calculation gives -0.47018 hartree.

Atoms and positions in Å:
1 N 1.34342 -1.06483 0.07431
2 C -0.08602 -0.70635 -0.37808
3 C -0.60257 0.04217 0.86177
4 N -1.51924 1.09372 0.68301
5 C -3.27432 2.63848 -0.27226
6 C -2.11888 1.66214 -0.60147
7 C -2.83151 0.67292 -1.56438
8 O -0.33949 -0.20264 1.95658
9 H 1.43806 -1.33091 1.00783
10 H 1.78963 -1.77346 -0.50115
11 H 1.83910 -0.10001 -0.08619
12 H -0.63974 -1.59622 -0.72238
13 H -0.13524 -0.01981 -1.27575
14 H -2.04268 1.37731 1.61186
15 H -4.09428 2.70531 -1.01574
16 H -2.91813 3.62754 -0.11735
17 H -3.74953 2.33244 0.66339
18 H -1.41313 2.24043 -1.18535
19 H -3.74828 0.91243 -2.05844
20 H -3.12427 -0.23300 -1.07327
21 H -2.09605 0.43864 -2.35886
22 H 2.32125 -1.71621 -3.34206
23 H 3.17860 -2.68686 -2.40087
24 O 2.60206 -1.91153 -2.48125
25 H 3.81861 1.64259 -0.55767
26 H 4.31690 0.43112 0.03978
27 O 3.56388 0.75798 -0.33313
28 H 1.01358 -1.85415 3.43344
29 H 1.60158 -3.00557 2.79602
30 O 1.34286 -2.07506 2.55380

***

[2]
Density functional theory data (ωB97M-V/def2-TZVPD) for a structure of composition C60H46InN7O5 at a distorted geometry.

As for the LUMO energy (alpha / beta): -0.037 / -0.037 hartree. As for the orbital gap (alpha / beta): 5.80 / 5.80 eV. As for the charge: 0. The calculation puts the calculated total energy at -3263.6725 a.u. For the HOMO energy (alpha / beta), the calculation gives -0.25057 / -0.25060 hartree.

Atoms and positions in Å:
1 In -0.19871 0.17120 -0.17915
2 C 4.04430 -6.54806 -6.35931
3 O 2.83394 -5.83123 -6.35250
4 C 2.60870 -5.02905 -5.28137
5 C 1.48180 -4.19537 -5.37014
6 C 1.18537 -3.32110 -4.31474
7 C 1.97260 -3.29229 -3.17104
8 C 3.07454 -4.12734 -3.10394
9 C 3.40155 -4.95689 -4.18353
10 C 1.56720 -2.37193 -2.04831
11 C 0.49709 -2.81061 -1.17866
12 C 0.02364 -4.15287 -1.20625
13 C -1.03072 -4.17660 -0.30632
14 C -1.18502 -2.88839 0.21163
15 N -0.21025 -2.05861 -0.30850
16 C -2.04909 -2.54107 1.29988
17 C -2.02409 -1.35072 1.95935
18 C -2.70536 -1.12908 3.21105
19 C -2.35200 0.09699 3.68241
20 C -1.37479 0.63670 2.74639
21 C -0.58071 1.78226 2.98094
22 C -0.98937 2.62602 4.12186
23 C -2.11137 3.45606 4.01515
24 C -2.45643 4.23614 5.08538
25 C -1.77209 4.15233 6.28883
26 O -2.31195 4.87161 7.29151
27 C -1.43762 5.14446 8.38670
28 C -0.65272 3.34648 6.38393
29 C -0.25732 2.59870 5.29303
30 C 0.49118 2.22047 2.24740
31 N 0.98176 1.60318 1.10681
32 C 2.04410 2.32139 0.65518
33 C 2.85879 2.00345 -0.39795
34 C 3.83381 3.01602 -0.86109
35 C 3.58214 3.57520 -2.11469
36 C 4.41669 4.54496 -2.65587
37 C 5.59555 4.91592 -2.00169
38 O 6.40501 5.78200 -2.66250
39 C 7.71807 6.04806 -2.17884
40 C 5.87719 4.36712 -0.75409
41 C 4.98393 3.40946 -0.18022
42 C 2.81220 0.81002 -1.18983
43 C 3.73102 0.44338 -2.25703
44 C 3.33167 -0.75493 -2.70413
45 C 2.23010 -1.16679 -1.91990
46 N 1.92947 -0.16791 -1.01477
47 C 2.20708 3.52251 1.49414
48 C 1.30169 3.40522 2.46524
49 N -1.22792 -0.20588 1.71601
50 C -2.97900 -3.62634 1.72677
51 C -2.57427 -4.59462 2.67436
52 C -3.45703 -5.56234 3.11747
53 C -4.75744 -5.63562 2.66113
54 O -5.67605 -6.56198 3.09530
55 C -5.26182 -7.52799 4.01462
56 C -5.18885 -4.69903 1.73068
57 C -4.28750 -3.73506 1.26113
58 H 4.13044 -6.98951 -7.34433
59 H 4.12089 -7.35445 -5.62856
60 H 4.90844 -5.90035 -6.22106
61 H 0.89121 -4.23161 -6.26699
62 H 0.32488 -2.63655 -4.38112
63 H 3.67523 -4.11042 -2.23653
64 H 4.26714 -5.60312 -4.05958
65 H 0.41160 -4.96776 -1.73309
66 H -1.60574 -5.00811 -0.01484
67 H -3.39979 -1.79979 3.64319
68 H -2.65811 0.53316 4.62433
69 H -2.63455 3.53137 3.04760
70 H -3.25798 4.97771 5.04447
71 H -1.95125 5.74449 9.11234
72 H -0.46898 5.59308 8.08972
73 H -1.16938 4.20103 8.94404
74 H -0.05565 3.29399 7.26333
75 H 0.63583 2.01494 5.37130
76 H 2.66231 3.34987 -2.61702
77 H 4.21661 5.01585 -3.62826
78 H 8.16316 6.76137 -2.90892
79 H 8.32008 5.11615 -2.18538
80 H 7.77748 6.48665 -1.16661
81 H 6.79337 4.62301 -0.22140
82 H 5.11044 3.01858 0.81060
83 H 4.56963 1.02129 -2.60268
84 H 3.78004 -1.32230 -3.51978
85 H 2.93972 4.29017 1.36830
86 H 1.12675 4.12250 3.25976
87 H -1.56267 -4.53374 3.06006
88 H -3.06241 -6.22150 3.87312
89 H -6.06909 -8.25134 4.25164
90 H -4.93099 -7.07404 4.97199
91 H -4.46747 -8.12224 3.62897
92 H -6.20568 -4.78929 1.28608
93 H -4.65295 -2.99774 0.55255
94 O -1.33041 1.41463 -4.21171
95 C -0.99762 1.38299 -3.04757
96 N -0.90405 0.31610 -2.23072
97 C -1.69515 -0.82698 -2.70507
98 C -3.09010 -0.63253 -2.14223
99 C -4.20445 -0.81322 -2.92621
100 C -5.46344 -0.57445 -2.35898
101 C -5.54184 -0.22366 -1.02150
102 C -4.35027 -0.05416 -0.32020
103 N -3.15900 -0.26597 -0.86614
104 C -0.61318 2.70058 -2.36918
105 C -0.28541 3.81128 -3.12027
106 C -0.20439 5.00419 -2.44584
107 C -0.26571 5.04585 -1.04649
108 C -0.50882 3.83680 -0.39717
109 N -0.66395 2.70909 -1.03175
110 H -1.74638 -0.81360 -3.77730
111 H -1.25760 -1.78143 -2.40064
112 H -4.07445 -1.10139 -3.97225
113 H -6.35916 -0.62391 -2.98843
114 H -6.48882 -0.06675 -0.49839
115 H -4.34776 0.20723 0.71896
116 H -0.25999 3.76452 -4.19319
117 H -0.05800 5.95778 -2.94757
118 H -0.14886 5.97887 -0.52692
119 H -0.56643 3.77918 0.69164

***

[3]
Density functional theory data (ωB97M-V/def2-TZVPD) for a structure of composition C21H51BeCaCl2F4N5O12PS3 at a distorted geometry.

As for the LUMO energy: -0.203 hartree. As for the orbital gap: 1.88 eV. As for the charge: +1. The calculation puts the calculated total energy at -5554.7631 a.u. For the HOMO energy, the calculation gives -0.27182 hartree.

Atoms and positions in Å:
1 C 1.14287 4.42244 4.99250
2 C 2.36375 4.71646 4.11253
3 S 2.50896 3.62441 2.66103
4 C 0.97897 3.66647 1.74844
5 P 0.47483 1.99585 1.05271
6 S -0.12846 1.32861 3.17707
7 C -1.19919 1.83077 0.43569
8 C -2.05431 0.65245 0.90556
9 C -3.17053 1.07141 1.88286
10 C -4.52550 1.14811 1.19305
11 N -5.21852 -0.15855 1.09761
12 C 1.80919 0.71712 0.97997
13 C 1.41296 -0.71002 0.60723
14 O 0.45788 -0.70843 -0.39878
15 C 2.74675 -1.43852 0.11243
16 N 2.62014 -2.06217 -1.14713
17 S 1.27104 2.69854 -0.96225
18 O 1.39752 1.56579 -1.85512
19 O 2.55877 3.36672 -0.75777
20 C 0.13668 3.94085 -1.79104
21 F -0.57113 4.60080 -0.88495
22 F -0.59426 3.30334 -2.66797
23 F 0.90229 4.79489 -2.45469
24 H 1.44932 4.01625 5.95140
25 H 0.44471 3.72253 4.54170
26 H 0.58607 5.34033 5.15542
27 H 2.34742 5.73362 3.74249
28 H 3.26928 4.56213 4.68654
29 H 0.19079 3.92873 2.45094
30 H 1.04287 4.50129 1.01819
31 H 1.01655 1.24758 3.87765
32 H -1.07402 1.74382 -0.63882
33 H -1.75061 2.79239 0.60423
34 H -1.48623 -0.19657 1.27423
35 H -2.55169 0.29296 0.00578
36 H -2.95985 2.07753 2.24484
37 H -3.21893 0.39410 2.73624
38 H -4.39605 1.56844 0.19765
39 H -5.16947 1.84815 1.72375
40 H -5.08246 -0.50833 0.15954
41 H -4.78222 -0.79330 1.75200
42 H 2.65238 1.07868 0.37061
43 H 2.15234 0.64598 1.99526
44 H 1.11016 -1.24306 1.50778
45 H -0.16420 -1.43177 -0.25082
46 H 3.59211 -0.71889 0.08506
47 H 2.96057 -2.22126 0.84562
48 H 1.86910 -2.76920 -1.08748
49 H 2.46194 -1.40614 -1.89633
50 F -2.78540 3.65982 -0.34945
51 C 0.43244 -1.55978 5.48952
52 C 1.84615 -1.98388 5.20527
53 O 2.31074 -1.93545 4.07886
54 C 2.66288 -2.48329 6.36727
55 H -0.04557 -1.22687 4.57138
56 H -0.13048 -2.39810 5.90189
57 H 0.42389 -0.74242 6.21359
58 H 2.18274 -3.35538 6.81132
59 H 2.74706 -1.70513 7.12796
60 H 3.65735 -2.76300 6.02685
61 C 5.87111 6.00121 2.55664
62 O 5.10474 5.81934 3.49505
63 N 7.09382 6.58490 2.70323
64 N 5.55318 5.62628 1.28129
65 H 7.72811 6.73740 1.94278
66 H 7.35723 6.88081 3.62426
67 H 4.65166 5.20640 1.13379
68 H 6.16052 5.76113 0.49527
69 Ca 3.78735 1.08750 2.76704
70 O 0.52604 -4.01742 -1.45341
71 H 0.23171 -3.67769 -2.31023
72 C 0.22000 -2.69741 -6.81906
73 O 0.17583 -3.90613 -6.04829
74 C -0.51800 -4.88974 -6.57273
75 O -1.10382 -4.89884 -7.62455
76 O -0.47019 -5.92492 -5.71645
77 C -1.20001 -7.05505 -6.13875
78 H 0.81276 -2.00184 -6.23483
79 H 0.69647 -2.86846 -7.78189
80 H -0.77866 -2.29084 -6.95722
81 H -0.79742 -7.42468 -7.09166
82 H -2.25956 -6.83598 -6.25168
83 H -1.07845 -7.81249 -5.36650
84 N 0.79720 -9.75386 -7.97708
85 H 0.05820 -9.53170 -8.64903
86 H 1.50743 -10.33635 -8.42586
87 H 1.22351 -8.88315 -7.64541
88 H 0.39398 -10.25474 -7.18157
89 C 1.56889 3.06811 -4.93130
90 O 0.63872 3.80387 -5.22786
91 O 2.68934 3.44355 -4.50466
92 O 1.55873 1.81472 -5.00864
93 Be 0.72510 6.46320 0.74631
94 Cl -8.32697 -3.88800 0.78196
95 C -9.32653 -2.41973 0.60322
96 C -8.76905 -1.25302 1.37298
97 Cl -8.90052 -1.48755 3.13841
98 H -10.33540 -2.66478 0.92367
99 H -9.34626 -2.17690 -0.45753
100 H -9.33216 -0.35304 1.13292
101 H -7.72099 -1.07400 1.14048

***

[4]
Density functional theory data (ωB97M-V/def2-TZVPD) for a cluster of 2 separate species, C4H14N2O in total at a distorted geometry.

As for the LUMO energy (alpha / beta): -0.122 / -0.347 hartree. As for the orbital gap (alpha / beta): 10.69 / 3.79 eV. Its spin multiplicity is 2. As for the charge: +1. The calculation puts the calculated total energy at -345.1613 a.u. As for the expectation value of S²: 0.76. For the HOMO energy (alpha / beta), the calculation gives -0.51472 / -0.48622 hartree.

Atoms and positions in Å:
1 C 0.26902 2.89393 0.40615
2 C 0.81362 1.40538 0.49881
3 C -0.25705 0.27734 0.36291
4 C -0.10001 -1.06627 1.08828
5 N -0.15895 -1.10038 2.53383
6 N 1.94124 1.24418 -0.37944
7 H -0.64937 2.99228 0.96000
8 H 0.12752 2.97952 -0.66447
9 H 1.14734 3.47797 0.85364
10 H 1.28204 1.42982 1.47264
11 H -1.22068 0.61060 0.69502
12 H -0.44523 -0.07668 -0.65998
13 H 0.81816 -1.58000 0.66442
14 H -0.88961 -1.61958 0.61585
15 H 0.71384 -1.06235 3.09526
16 H -0.43162 -2.03715 2.84131
17 H 1.71887 1.11496 -1.37258
18 H 2.40729 0.36227 -0.09218
19 H -1.33812 -3.33466 -3.94954
20 H -2.52983 -3.03305 -2.97808
21 O -2.13234 -2.81088 -3.82288

***

[5]
Density functional theory data (ωB97M-V/def2-TZVPD) for a structure of composition C28H42N5O6PS3V.

As for the LUMO energy (alpha / beta): 0.148 / 0.148 hartree. As for the orbital gap (alpha / beta): 5.36 / 5.65 eV. Its spin multiplicity is 4. As for the charge: -2. The calculation puts the calculated total energy at -4297.4518 a.u. As for the expectation value of S²: 3.76. For the HOMO energy (alpha / beta), the calculation gives -0.04860 / -0.05932 hartree.

Atoms and positions in Å:
1 V -0.39720 0.71884 0.19784
2 S 1.10492 4.55619 2.15218
3 C 0.55677 3.16038 2.96175
4 S -0.62684 2.06796 2.26841
5 C 0.87335 2.93637 4.30462
6 C 0.38032 1.82932 5.03416
7 N -0.00574 0.95977 5.69022
8 C 1.69406 3.82617 5.04169
9 N 2.35706 4.50783 5.69979
10 C -1.47285 2.11841 -2.51451
11 N -1.08136 2.51066 -1.16662
12 C -0.11414 3.60232 -1.23288
13 C -2.29302 2.97363 -0.46639
14 C -3.18043 1.80823 -0.10440
15 C -4.55842 1.95232 -0.18531
16 C -5.39422 0.91101 0.19054
17 C -4.82142 -0.27124 0.63800
18 C -3.43816 -0.39398 0.69521
19 C -2.55189 0.62378 0.32945
20 H -1.85755 2.99814 -3.06075
21 H -2.25289 1.36071 -2.46044
22 H -0.61865 1.70057 -3.04741
23 H -0.55224 4.47271 -1.75033
24 H 0.76649 3.27490 -1.78866
25 H 0.18808 3.88797 -0.22020
26 H -2.82157 3.70322 -1.10852
27 H -1.95883 3.48039 0.44507
28 H -4.98300 2.88676 -0.54183
29 H -6.47248 1.01974 0.13066
30 H -5.45018 -1.10367 0.93688
31 H -3.04426 -1.35367 1.02386
32 C -0.21681 -1.96346 4.40079
33 C -0.86919 -1.31961 3.18673
34 S 0.27042 -1.10456 1.80512
35 O 1.60643 -0.73892 2.36715
36 C 0.44282 -2.79925 1.18933
37 C 1.45323 -3.60929 1.98188
38 H -0.70951 -1.60307 5.30276
39 H 0.82289 -1.65819 4.46580
40 H -0.26873 -3.05156 4.36323
41 H -1.20915 -0.30586 3.40613
42 H -1.70372 -1.89371 2.78943
43 H 0.74559 -2.66804 0.15365
44 H -0.55223 -3.23376 1.15925
45 H 2.19680 -2.95129 2.43225
46 H 1.96688 -4.30182 1.31490
47 H 0.98261 -4.19157 2.77276
48 C -4.47955 -4.00865 -2.51044
49 N -3.32697 -3.15062 -2.36935
50 C -2.97420 -2.26333 -3.34546
51 C -1.94689 -1.41577 -3.17298
52 C -1.30449 -1.41012 -1.86111
53 O -0.48341 -0.48520 -1.60453
54 N -1.58683 -2.35421 -0.96760
55 C -2.55761 -3.26499 -1.18805
56 O -2.82923 -4.17115 -0.40671
57 H -4.18958 -5.03746 -2.74123
58 H -5.11224 -3.61629 -3.30762
59 H -5.03305 -4.02088 -1.57243
60 H -3.57615 -2.29115 -4.24803
61 H -1.66297 -0.70089 -3.92993
62 C 3.04505 0.40147 -3.93484
63 C 2.08098 1.05342 -2.96154
64 O 2.76143 1.30429 -1.73623
65 P 2.17425 0.62633 -0.35915
66 O 2.48546 -0.94499 -0.60119
67 C 3.81012 -1.46556 -0.57240
68 C 3.78789 -2.82505 -1.24171
69 O 3.41494 0.97539 0.57858
70 C 3.68766 2.31571 1.01590
71 C 5.14096 2.61505 0.74497
72 H 2.61134 0.35250 -4.93353
73 H 3.28504 -0.61092 -3.61823
74 H 3.97183 0.97089 -3.98720
75 H 1.20586 0.41775 -2.78003
76 H 1.72268 2.01385 -3.34926
77 H 4.12604 -1.53612 0.47204
78 H 4.49400 -0.77448 -1.08319
79 H 3.14196 -3.50922 -0.69541
80 H 4.79268 -3.25088 -1.27833
81 H 3.40749 -2.74706 -2.26000
82 H 3.43531 2.36918 2.07664
83 H 3.02776 3.02132 0.50665
84 H 5.78874 1.92422 1.28488
85 H 5.37266 3.62768 1.07512
86 H 5.35901 2.53414 -0.32034

***

[6]
Density functional theory data (ωB97M-V/def2-TZVPD) for an isolated molecule of C4H2ClFOS at a distorted geometry.

As for the LUMO energy: -0.080 hartree. As for the orbital gap: 7.47 eV. As for the charge: 0. The calculation puts the calculated total energy at -1187.0086 a.u. For the HOMO energy, the calculation gives -0.35449 hartree. Its SMILES is O=CC(=S)/C(F)=C/Cl.

Atoms and positions in Å:
1 O 0.37983 0.39393 -2.53639
2 C 1.14354 0.90791 -1.69308
3 C 0.69600 0.91886 -0.15633
4 S 1.59389 1.99115 0.86253
5 C -0.30886 -0.10116 0.21607
6 F -0.48234 -0.13943 1.55773
7 C -0.82002 -1.13310 -0.40031
8 Cl -1.75760 -2.20785 0.46322
9 H 2.24767 1.45325 -1.76973
10 H -0.83234 -1.22968 -1.43193

***

Q: Look up the calculated total energy of the first one.
A: -612.1188 a.u.